No. 1
Molecular formula: C38H38AsF6N3O4PRuS2
Method: DFT, ωB97M-V/def2-TZVPD

ORCA input file:
```
! wB97M-V def2-TZVPD RIJCOSX def2/J DEFGRID3
* xyz -2 2
C -0.4533 -4.5744 1.8078
H 1.0381 4.0316 -6.7198
N 0.1564 -4.8609 0.6520
C 3.2035 0.3015 2.3542
C -1.1620 -3.2497 1.8172
H -1.1610 2.7154 -0.7946
O -0.4466 -5.2887 2.8086
H -1.4380 -1.2371 -5.2787
H 4.8386 4.2313 0.5613
H -5.4541 2.5337 1.1527
C 4.0546 2.4160 1.3667
H -3.8765 -1.7331 3.1309
H -0.5977 3.6357 -6.1846
C -2.3444 -3.1184 2.5222
F -2.1090 -3.1485 -3.8754
C -4.1567 -1.2550 -1.7376
C 5.5336 1.1575 2.7759
S 1.2695 2.0642 -1.8130
C 0.1471 4.4302 -6.2322
H 0.3018 -2.1661 0.6512
C -2.9863 4.2972 2.5917
C 3.0753 -2.7016 5.4124
H 1.9944 -5.2835 -0.9557
C -4.2641 3.8615 2.2792
C -4.8942 0.5183 -0.3123
C -5.1760 -0.6234 -1.0368
H 5.7643 0.2632 3.3387
H 7.4791 1.9938 3.0808
C 2.5489 -1.9451 3.1908
C 6.5122 2.1262 2.6086
F -0.8774 -5.1767 -3.2472
H 7.0304 4.0107 1.7103
H 4.1335 -1.2928 6.6386
C -0.6338 -2.1269 1.1943
O 1.0180 3.8501 -4.0339
P 0.0933 2.7666 -3.2681
F 0.8213 -4.0139 -1.9334
H 2.1042 -2.1226 2.2202
H 4.1935 0.4559 4.9133
C -1.9183 3.7458 1.9070
C -0.7236 0.4348 -4.1618
H -4.3308 -2.1464 -2.3279
C 0.8796 -6.0820 0.3945
H -0.0910 -0.3723 -6.0441
C -2.5464 0.3816 -0.8788
F 0.3430 -3.1907 -4.2337
H -0.1293 2.8083 0.4855
C -3.3758 2.2225 0.6892
H 1.9844 -3.8580 3.9624
H 0.2798 -6.7114 -0.2692
H -5.7194 0.9924 0.2015
C -2.1067 2.7554 0.9501
C -2.8771 -0.7365 -1.6586
H -0.0731 -0.1774 -3.5349
H -0.2538 5.2579 -6.8233
H 1.0328 -6.5869 1.3436
S -1.6667 3.5404 -2.8106
C 5.0355 3.3772 1.1982
C 0.4741 4.9031 -4.8287
H 1.2409 5.6788 -4.8389
H 3.0345 -3.4640 6.1809
O 2.1450 -5.8311 -0.1701
C 3.6974 -1.4863 5.6650
H -0.4215 5.2917 -4.3426
C 4.2656 1.2962 2.1884
H -6.1871 -1.0154 -1.0485
C -1.0140 -0.2519 -5.4743
H -2.8012 0.1734 1.9629
H -1.7220 0.3352 -6.0650
As -0.6846 -3.4952 -2.8275
F -1.7041 -3.9172 -1.3457
N -1.2233 -0.9298 1.2525
H -2.8238 5.0725 3.3299
C -3.5937 1.0430 -0.2095
C 3.7524 -0.5055 4.6840
H 3.1068 2.5093 0.8503
H -0.0352 -4.2792 -0.1573
H -2.7655 -3.9871 3.0128
H -5.1278 4.3098 2.7556
H -0.9085 4.0962 2.0923
H -2.1073 -1.2426 -2.2192
O -0.0618 1.6924 -4.4443
C 2.1145 0.3280 1.5002
C -4.4404 2.8398 1.3601
N -0.9824 2.3682 0.1606
Ru -0.4863 0.3927 -0.4629
C -2.3658 -0.8145 1.9285
C 3.1956 -0.7228 3.4168
F 0.1293 -1.2794 -1.3760
C 2.4906 -2.9223 4.1699
C 1.1266 0.4064 0.7614
C -2.9595 -1.8806 2.5765
C 6.2670 3.2520 1.8338
H -1.6480 0.6390 -3.6174
*
```

The value obtained for the energy is -6003.88899 Ha. The HOMO energy (spin up / spin down) is -1.876 / -1.927 eV. The value obtained for the relative energy (zero: lowest compared OMol25 entry of this formula, charge and spin) is 95.4 kcal per mole.

No. 2
Molecular formula: C46H94AsF6N14O2
Method: DFT, ωB97M-V/def2-TZVPD

ORCA input file:
```
! wB97M-V def2-TZVPD RIJCOSX def2/J DEFGRID3
* xyz 7 1
F 4.9915 -2.0567 16.0279
H -1.1893 2.3917 17.9389
N -0.3306 0.6321 18.7608
H -1.5480 -1.1569 18.3888
H 15.6545 -0.3021 18.1869
C 1.9268 2.7425 14.5740
H 6.6034 2.5580 15.4355
H 10.0652 0.4359 21.2188
H 10.1814 3.7106 14.4408
H 6.8207 -6.8109 16.5473
C 6.5176 -3.1302 12.1429
C 9.8801 -0.0785 20.2758
C 6.2164 -5.9430 16.2837
H 4.8295 1.7500 9.0145
F 4.1582 -1.5240 13.6799
N 12.0076 -1.7890 17.1201
N 6.7665 -5.2297 15.1243
C 6.1648 -5.0071 17.5276
C 1.9906 -7.0994 18.0616
H 9.5695 -1.2974 17.2219
H 2.1713 -2.7666 14.6797
H 5.3522 0.2936 11.6889
C 6.3619 -0.8569 19.7340
H 1.2135 3.2123 20.8531
H 3.7858 0.6736 11.0651
C 8.4839 3.4439 12.7182
C 0.5968 0.4640 17.5323
C 0.5027 1.2148 20.0443
H 9.9771 -0.2488 15.9793
H 10.3222 3.4818 16.9469
C 9.4019 4.0185 8.8489
N 1.9810 -4.9188 17.3752
C 9.0013 1.6960 9.6878
C 7.6669 -1.2281 19.8224
H 1.2218 -7.7117 20.6240
C 3.3186 4.8461 14.2296
H -1.4057 -0.6504 20.1541
H 5.5517 -4.1235 17.3507
H 7.8336 3.3504 17.2138
H 4.7634 2.0103 11.5972
C 6.8273 3.1584 14.5537
O 8.4012 2.5985 17.0292
H 0.1330 -0.0935 16.7186
H 9.7234 4.5945 9.7166
C 3.5682 4.7980 11.9944
N 2.5897 3.7878 13.8167
F 2.9791 -0.4618 15.6503
H 8.2531 4.4873 12.9327
H 7.7667 -0.0242 10.3307
F 6.4048 -0.6924 14.6180
C 8.5269 1.4017 14.0511
H 5.6582 6.0838 14.0513
H 7.8633 1.9675 20.2153
H 10.3062 3.6964 8.3326
H 9.0499 -3.5556 13.5570
H 4.9756 -4.8062 13.9611
H 11.8121 0.4678 19.6149
H 8.4482 0.9908 15.0576
C 4.9626 6.4309 13.2873
H 5.4336 -3.2418 12.1664
H 2.2927 -2.9158 17.2689
H 5.7769 -5.6374 18.3278
H 4.2607 0.6537 19.0520
H 7.8232 3.0335 11.9545
H 6.1777 3.0376 13.6868
H 13.2631 -0.1999 16.3182
H 0.8556 2.8644 14.7348
H 5.4708 -1.4650 19.7851
H 2.2941 2.8278 15.5967
H 3.7364 8.1043 12.6160
N 1.5955 -6.2710 19.1316
As 4.6892 -0.5616 15.1337
C 10.7824 0.6925 19.3368
N 8.5374 2.9480 9.2814
C 2.6890 3.8135 12.4212
C 5.3788 1.1242 9.7179
H 1.6443 -4.4304 14.7155
H 11.5952 -1.7018 15.0981
H 8.9047 -1.6574 15.6502
H 6.8595 -2.1312 12.4139
C 5.0029 1.2924 19.5307
H 9.5374 3.2836 12.4890
C 9.8047 -1.3102 16.1577
H 5.1646 8.5521 13.4941
H 1.6149 -6.1164 21.2242
H 6.9862 -3.4954 11.2290
H 10.2494 -1.0772 20.5091
C 1.6469 -4.9573 18.7482
C 12.9970 -0.8689 17.1232
H 11.0062 -3.1355 15.9435
H 8.8317 4.7707 8.3038
C 11.1154 -2.0531 16.0117
H 6.7343 4.2107 14.8220
H 7.1786 -4.8816 17.9080
F 5.2643 0.3345 16.6265
H 3.5456 -3.7610 16.5463
C 1.7352 -3.5304 15.3236
H 1.4863 -4.1326 19.4267
H 8.9355 4.7283 15.1213
C 1.1151 -6.6474 20.4141
H 3.7419 7.8386 14.3685
H 10.0595 1.5381 9.8355
C 2.4576 -3.7702 16.6124
C 12.0233 -2.4817 18.3455
H 1.3476 0.5350 20.1539
H 2.0474 1.7728 14.0911
C 14.7090 0.0348 18.6119
H 7.7350 0.9208 13.4769
C 0.8224 2.7524 19.9456
H 0.0687 -6.3514 20.4892
H -0.1365 1.0171 20.9048
H 5.4784 0.1169 9.3135
H 3.5451 5.1545 15.2395
C -0.9164 -0.7672 19.1871
C -1.5662 1.4220 18.2640
C 9.2685 3.6940 15.0362
H 0.8208 1.4361 17.0931
H 1.5415 3.7884 18.5911
C 4.3555 7.8223 13.4677
H 4.5991 1.5658 20.5056
H 10.1099 1.9632 16.1696
H 1.5896 0.1350 17.8392
F 4.5091 0.9644 14.3444
C 2.3610 -6.2543 17.0000
C 7.8791 0.9761 9.9393
C 9.5932 2.8988 16.3840
H 13.3256 -2.0659 20.1793
H -0.1337 3.2726 19.8869
N 3.9741 5.3716 13.1635
C 8.1042 -4.9994 14.8616
C 7.1334 2.9604 9.2421
H 10.6422 0.3928 18.2982
H 2.2608 3.0503 11.7883
N 6.8896 -3.9416 13.3207
H 2.0078 -8.1707 18.1976
H 6.5062 3.8063 9.0022
H -2.2394 1.4629 19.1203
H 11.2696 -3.2164 18.5873
N 8.2487 2.9391 14.1370
C 8.1671 -4.0942 13.8685
H 3.9450 5.1803 11.0572
H 10.6259 1.7538 19.5297
N 8.4480 -0.0717 19.8932
C 7.5717 0.9766 19.8999
O 1.6663 2.8868 18.8963
H 5.5182 6.4346 12.3496
H 14.9160 -0.0364 19.6796
N 6.7062 1.6917 9.6817
C 6.0265 -4.6440 14.1503
H 5.2189 -6.2805 16.0022
C 4.8120 1.0389 11.1052
N 13.6612 -0.9506 18.3043
N 6.3033 0.5278 19.6946
H 14.4340 1.0352 18.2775
H 9.4996 1.1773 13.6136
H 5.2060 2.2362 19.0247
C 13.0001 -1.8329 19.1762
H 7.9784 -2.2539 19.9530
H 2.8478 -6.5176 16.0726
H -0.1262 -1.4993 19.3538
H 8.8077 -5.1416 15.6685
H 0.7178 -3.1651 15.4633
H -2.0428 0.8923 17.4391
*
```

The value obtained for the energy is -5558.37881 Ha. The HOMO energy is -22.656 eV. The value obtained for the relative energy (zero: lowest compared OMol25 entry of this formula, charge and spin) is 177.7 kcal per mole.

Q: Among the records above, which one has the highest energy?
A: C46H94AsF6N14O2